# C2H8N5

A gas-phase ion, C2H8N5 (charge +1) at a distorted geometry (ωB97M-V with the def2-TZVPD basis set, OMol25).

Its electronic energy is -9643.744 eV. The energy above the lowest of the compared OMol25 structures with the same formula, charge and spin is 97.7 kcal per mole. Its structure (SMILES) is [H]/N=[N+](\N)NCN=C. The LUMO energy is -4.328 eV. Its net charge is +1. Its frontier orbital gap is 10.3 eV.

The geometry in XYZ format:
```
15
C2H8N5 | OMol25 | ωB97M-V with the def2-TZVPD basis set
H 3.268 -0.675 0.808
N 2.648 0.126 0.734
N 1.632 -0.012 0.044
N 1.307 -1.102 -0.639
N 0.905 1.080 -0.136
C -0.507 0.992 -0.466
N -0.963 -0.246 0.091
C -2.103 -0.367 0.604
H 1.861 -1.931 -0.460
H 0.307 -1.241 -0.796
H 1.248 1.862 0.412
H -1.015 1.885 -0.085
H -0.630 0.958 -1.558
H -2.387 -1.339 0.978
H -2.831 0.438 0.683
```

Atom charges from the natural (NBO) analysis, given in e for atoms 1 to 2:
1. H 0.371
2. N -0.359

***

# C37H65BrClF3N3O7S

A molecular structure, C37H65BrClF3N3O7S at a distorted geometry (ωB97M-V with the def2-TZVPD basis set, OMol25).

Its electronic energy is -159770.719 eV. As for the multiplicity: 4. The LUMO energy (alpha / beta) is 0.539 / -0.060 eV. Its frontier orbital gap (alpha / beta) is 8.9 / 9.1 eV.

The geometry in XYZ format:
```
118
C37H65BrClF3N3O7S | OMol25 | ωB97M-V with the def2-TZVPD basis set
C -0.407 -1.309 -1.173
C -0.067 -1.080 -2.305
C -0.014 -0.503 -3.669
C -1.346 -0.729 -4.439
C -2.240 0.523 -4.600
C -2.926 1.056 -3.291
C -2.494 2.390 -2.719
C -1.034 2.448 -2.194
C -0.091 3.246 -3.052
F 0.068 2.778 -4.292
F 1.128 3.198 -2.482
F -0.405 4.533 -3.141
O -3.022 -0.066 -2.370
S -4.293 -0.975 -2.700
O -4.041 -2.237 -3.303
O -5.109 -1.133 -1.556
O -4.954 -0.084 -3.945
C -4.420 1.197 -3.727
Cl -5.541 1.869 -2.429
Br -4.691 2.478 -5.182
H -0.592 -1.535 -0.151
H 0.308 0.537 -3.622
H 0.776 -1.042 -4.204
H -1.851 -1.588 -4.000
H -1.063 -1.030 -5.454
H -2.967 0.290 -5.381
H -1.600 1.296 -5.038
H -2.662 3.213 -3.417
H -3.137 2.611 -1.863
H -0.653 1.448 -1.976
H -1.054 2.953 -1.224
C 3.137 -6.223 3.599
C 2.956 -4.890 2.828
C 2.684 -3.746 3.810
C 1.277 -3.761 4.399
C 0.226 -3.846 3.294
C 0.464 -5.013 2.334
N 1.865 -5.041 1.819
O 2.001 -4.094 0.938
C 0.121 -6.334 3.051
C -0.549 -4.946 1.191
C 4.314 -4.640 2.171
H 2.792 -7.074 3.012
H 4.187 -6.415 3.822
H 2.619 -6.232 4.559
H 2.831 -2.787 3.303
H 3.415 -3.776 4.622
H 1.162 -4.593 5.099
H 1.118 -2.852 4.984
H -0.767 -3.932 3.742
H 0.228 -2.902 2.738
H 0.353 -7.194 2.420
H -0.945 -6.373 3.280
H 0.631 -6.463 4.003
H -0.502 -4.004 0.646
H -1.564 -5.035 1.579
H -0.395 -5.760 0.481
H 4.558 -5.428 1.455
H 5.095 -4.624 2.932
H 4.360 -3.680 1.657
C -5.762 6.921 -10.127
C -6.130 6.006 -8.932
C -7.326 6.588 -8.169
C -6.980 7.805 -7.315
C -5.794 7.506 -6.401
C -4.579 6.965 -7.158
N -4.936 5.825 -8.053
O -5.124 4.776 -7.317
C -3.936 8.110 -7.967
C -3.495 6.567 -6.154
C -6.569 4.688 -9.574
H -4.693 6.891 -10.339
H -6.259 6.600 -11.042
H -6.056 7.959 -9.974
H -7.749 5.819 -7.514
H -8.115 6.852 -8.877
H -6.766 8.671 -7.948
H -7.845 8.082 -6.709
H -5.517 8.411 -5.856
H -6.111 6.781 -5.644
H -3.111 7.741 -8.579
H -3.531 8.866 -7.293
H -4.632 8.636 -8.615
H -3.846 5.829 -5.432
H -3.174 7.439 -5.584
H -2.619 6.161 -6.663
H -5.750 4.226 -10.128
H -7.384 4.873 -10.273
H -6.941 3.970 -8.844
C 8.012 -3.028 7.981
C 6.751 -2.209 7.601
C 6.586 -1.020 8.556
C 6.088 -1.410 9.945
C 4.826 -2.263 9.849
C 4.994 -3.477 8.932
N 5.555 -3.102 7.601
O 4.617 -2.531 6.910
C 5.895 -4.516 9.629
C 3.648 -4.190 8.788
C 7.053 -1.661 6.205
H 7.885 -4.085 7.749
H 8.885 -2.697 7.419
H 8.278 -2.933 9.034
H 5.877 -0.305 8.127
H 7.537 -0.490 8.645
H 6.867 -1.943 10.498
H 5.874 -0.508 10.522
H 4.531 -2.593 10.848
H 4.007 -1.634 9.483
H 6.098 -5.362 8.969
H 5.401 -4.906 10.520
H 6.846 -4.115 9.970
H 2.867 -3.536 8.402
H 3.309 -4.550 9.759
H 3.732 -5.053 8.124
H 7.175 -2.469 5.481
H 7.979 -1.086 6.226
H 6.276 -0.987 5.842
```

Atom charges from the Löwdin analysis, given in e for atoms 1 to 2:
1. C 0.118
2. C -0.125

***

# C9H14O

2 unconnected molecules or ions with the total composition C9H14O at a distorted geometry (ωB97M-V with the def2-TZVPD basis set, OMol25).

Its electronic energy is -11606.988 eV. The energy above the lowest of the compared OMol25 structures with the same formula, charge and spin is 15.0 kcal per mole. Its structure (SMILES) is Cc1ccc(O)cc1.CC. The LUMO energy is 0.832 eV. Its frontier orbital gap is 9.2 eV.

The geometry in XYZ format:
```
24
C9H14O | OMol25 | ωB97M-V with the def2-TZVPD basis set
C 0.223 -2.804 -1.329
C -0.097 -1.755 -0.300
C -1.237 -0.939 -0.411
C -1.390 0.194 0.355
C -0.521 0.402 1.423
O -0.780 1.269 2.456
C 0.637 -0.346 1.538
C 0.851 -1.400 0.654
H -0.316 -2.643 -2.259
H 0.010 -3.769 -0.908
H 1.290 -2.860 -1.543
H -1.899 -1.199 -1.230
H -2.110 0.975 0.131
H -1.311 2.016 2.143
H 1.327 -0.163 2.347
H 1.828 -1.855 0.567
C 1.600 1.718 -1.739
C 0.413 2.705 -1.676
H 1.352 0.764 -2.173
H 2.539 2.126 -2.120
H 1.919 1.545 -0.705
H -0.081 2.613 -0.710
H -0.306 2.380 -2.425
H 0.784 3.719 -1.730
```

Atom charges from the natural (NBO) analysis, given in e for atoms 1 to 2:
1. C -0.626
2. C -0.046

***

# C17H27BClN3O9

2 unconnected molecules or ions with the total composition C17H27BClN3O9 at a distorted geometry (ωB97M-V with the def2-TZVPD basis set, OMol25).

Its electronic energy is -54164.670 eV. The LUMO energy is -2.174 eV. Its frontier orbital gap is 7.0 eV.

The geometry in XYZ format:
```
58
C17H27BClN3O9 | OMol25 | ωB97M-V with the def2-TZVPD basis set
C 4.828 -4.610 -0.519
C 3.721 -3.651 0.130
C 2.921 -2.890 -0.989
Cl 2.109 -4.186 -2.032
C 1.707 -2.007 -0.421
C 2.046 -1.280 0.944
N 1.515 0.106 1.082
C 1.395 0.788 -0.168
N 2.042 1.886 -0.429
N 0.525 0.171 -1.179
O -0.625 -0.151 -0.466
C -1.697 -0.569 -1.362
C -2.251 -1.950 -0.823
C -1.967 -3.107 -1.904
C -3.761 -1.919 -0.359
C -3.935 -1.384 1.138
C -4.743 -1.167 -1.340
C 1.275 -1.045 -1.599
H 5.485 -4.015 -1.223
H 4.376 -5.491 -1.041
H 5.506 -4.936 0.324
H 3.068 -4.268 0.814
H 4.310 -2.955 0.801
H 3.570 -2.284 -1.675
H 0.863 -2.732 -0.240
H 1.552 -1.885 1.762
H 3.137 -1.256 1.204
H 0.667 0.163 1.644
H 2.705 2.175 0.304
H 1.953 2.386 -1.314
H -2.470 0.256 -1.322
H -1.377 -0.639 -2.436
H -1.646 -2.243 0.089
H -1.223 -2.753 -2.666
H -2.909 -3.358 -2.460
H -1.516 -3.997 -1.389
H -4.106 -2.999 -0.321
H -3.374 -0.428 1.310
H -5.039 -1.284 1.329
H -3.583 -2.213 1.823
H -4.696 -1.525 -2.403
H -5.791 -1.358 -0.969
H -4.591 -0.049 -1.253
H 0.690 -1.582 -2.401
H 2.219 -0.693 -2.119
B -0.222 5.922 1.856
O -0.219 6.421 0.467
C 0.945 6.081 -0.074
O 1.274 6.332 -1.204
C 1.756 5.348 0.925
O 2.862 4.896 0.749
O 1.079 5.250 2.059
O -0.403 7.024 2.815
C -1.506 6.762 3.520
O -1.940 7.466 4.390
C -2.090 5.484 3.058
O -3.085 4.962 3.484
O -1.337 4.984 2.077
```

Atom charges from the natural (NBO) analysis, given in e for atoms 1 to 2:
1. C -0.614
2. C -0.439

***

# C80H180As2F12P5

A molecular structure, C80H180As2F12P5 at a distorted geometry (ωB97M-V with the def2-TZVPD basis set, OMol25).

Its electronic energy is -286599.223 eV. The LUMO energy is -4.645 eV. Its net charge is +3. Its frontier orbital gap is 10.7 eV.

The geometry in XYZ format:
```
279
C80H180As2F12P5 | OMol25 | ωB97M-V with the def2-TZVPD basis set
C -2.154 -4.045 3.996
C -1.205 -5.016 3.271
C 0.231 -4.533 3.144
C 0.871 -4.145 4.441
P 2.674 -4.027 4.425
C 3.234 -3.277 2.856
C 4.628 -3.419 2.405
C 4.887 -2.963 0.953
C 6.404 -3.080 0.637
C 3.501 -5.696 4.533
C 3.434 -6.595 3.299
C 4.458 -7.734 3.466
C 4.251 -8.862 2.481
C 3.307 -3.049 5.725
C 3.056 -1.476 5.720
C 3.992 -0.478 4.969
C 3.321 0.676 4.310
H -3.105 -4.599 3.943
H -2.233 -3.059 3.493
H -1.832 -3.836 5.085
H -1.570 -5.234 2.224
H -1.255 -5.984 3.776
H 0.251 -3.601 2.470
H 0.712 -5.405 2.682
H 0.628 -4.890 5.299
H 0.427 -3.175 4.733
H 2.964 -2.210 2.835
H 2.526 -3.629 2.086
H 5.106 -4.392 2.573
H 5.343 -2.788 3.025
H 4.673 -1.909 0.821
H 4.307 -3.531 0.272
H 6.855 -4.005 0.949
H 7.008 -2.332 1.131
H 6.587 -2.867 -0.395
H 3.105 -6.208 5.463
H 4.538 -5.509 4.720
H 3.682 -6.007 2.380
H 2.415 -7.011 3.124
H 4.439 -8.167 4.467
H 5.464 -7.306 3.349
H 4.879 -9.719 2.479
H 4.291 -8.471 1.471
H 3.259 -9.324 2.654
H 4.384 -3.299 5.679
H 2.951 -3.459 6.669
H 3.047 -1.217 6.753
H 2.055 -1.296 5.348
H 4.571 -1.037 4.202
H 4.809 -0.094 5.655
H 2.504 0.369 3.712
H 4.046 1.164 3.697
H 2.987 1.435 4.954
C -4.423 -9.694 -3.129
C -4.147 -8.933 -4.404
C -3.081 -7.849 -4.225
C -2.638 -7.251 -5.515
P -1.560 -5.827 -5.304
C -0.852 -5.364 -6.887
C -0.412 -3.890 -7.121
C 0.046 -3.600 -8.547
C 1.240 -4.490 -8.898
C -2.632 -4.497 -4.731
C -1.949 -3.401 -3.742
C -2.437 -3.596 -2.329
C -1.325 -3.159 -1.328
C -0.225 -6.426 -4.209
C 1.029 -5.500 -4.258
C 1.992 -5.913 -3.148
C 2.780 -7.166 -3.415
H -5.022 -10.608 -3.332
H -5.007 -9.056 -2.462
H -3.573 -9.944 -2.513
H -5.105 -8.478 -4.735
H -3.836 -9.611 -5.170
H -2.252 -8.291 -3.637
H -3.542 -7.081 -3.595
H -3.576 -7.036 -6.031
H -2.137 -7.982 -6.124
H -1.650 -5.721 -7.524
H -0.028 -6.052 -7.042
H 0.415 -3.746 -6.410
H -1.256 -3.277 -6.788
H 0.413 -2.624 -8.645
H -0.748 -3.640 -9.311
H 2.107 -4.389 -8.255
H 1.753 -4.237 -9.879
H 0.992 -5.565 -8.946
H -3.588 -4.812 -4.266
H -2.884 -4.003 -5.713
H -2.179 -2.364 -4.085
H -0.857 -3.389 -3.777
H -2.527 -4.623 -2.108
H -3.405 -3.179 -2.138
H -0.450 -3.698 -1.543
H -1.575 -3.304 -0.272
H -1.078 -2.167 -1.451
H -0.062 -7.433 -4.657
H -0.560 -6.595 -3.153
H 0.796 -4.384 -4.185
H 1.465 -5.535 -5.257
H 1.468 -6.036 -2.212
H 2.645 -5.021 -3.054
H 2.165 -8.063 -3.320
H 3.654 -7.253 -2.784
H 3.204 -7.107 -4.427
C -0.165 0.287 -4.679
C -1.629 0.665 -5.028
C -2.333 1.252 -3.803
C -2.593 0.187 -2.684
P -3.485 1.035 -1.390
C -2.308 2.184 -0.579
C -2.816 2.649 0.776
C -2.081 3.869 1.337
C -2.617 5.242 0.732
C -4.853 2.002 -2.082
C -5.845 1.196 -2.953
C -7.194 1.881 -3.038
C -8.158 0.976 -3.811
C -4.148 -0.148 -0.188
C -5.192 -1.178 -0.554
C -5.014 -2.405 0.318
C -6.058 -3.475 0.074
H 0.143 -0.498 -5.381
H 0.007 0.058 -3.635
H 0.500 1.113 -4.882
H -2.176 -0.197 -5.382
H -1.544 1.366 -5.868
H -3.267 1.707 -4.050
H -1.701 2.039 -3.346
H -1.652 -0.221 -2.242
H -3.109 -0.763 -3.058
H -2.163 3.040 -1.267
H -1.342 1.670 -0.472
H -2.607 1.763 1.454
H -3.913 2.866 0.780
H -1.057 3.749 1.154
H -2.395 3.761 2.407
H -2.336 5.168 -0.331
H -2.105 6.089 1.231
H -3.664 5.375 0.802
H -4.414 2.883 -2.504
H -5.365 2.421 -1.135
H -5.926 0.183 -2.463
H -5.444 1.094 -3.965
H -7.129 2.878 -3.430
H -7.557 1.976 -2.045
H -9.105 1.464 -3.982
H -8.361 -0.006 -3.313
H -7.774 0.846 -4.787
H -4.535 0.456 0.639
H -3.236 -0.641 0.116
H -4.989 -1.356 -1.616
H -6.212 -0.684 -0.376
H -5.057 -2.146 1.350
H -3.996 -2.800 0.273
H -5.901 -4.351 0.634
H -6.085 -3.700 -1.035
H -7.029 -3.030 0.429
C 1.097 6.488 0.092
C 2.613 6.525 -0.104
C 2.945 5.637 -1.375
C 2.254 4.219 -1.252
P 3.384 2.989 -1.968
C 2.817 1.285 -1.684
C 3.503 0.256 -2.648
C 3.601 -1.249 -2.248
C 2.254 -1.995 -2.334
C 4.958 2.966 -1.148
C 4.955 3.206 0.366
C 6.352 3.106 1.056
C 7.251 4.071 0.404
C 3.737 3.500 -3.652
C 2.615 3.437 -4.749
C 2.985 4.388 -5.935
C 2.132 3.936 -7.109
H 0.733 5.482 0.402
H 0.618 6.678 -0.870
H 0.740 7.173 0.853
H 3.156 6.071 0.809
H 3.053 7.537 -0.184
H 4.033 5.497 -1.448
H 2.440 6.082 -2.161
H 1.336 4.020 -1.804
H 2.181 4.055 -0.189
H 1.705 1.198 -1.838
H 2.941 1.064 -0.681
H 4.501 0.560 -2.933
H 2.916 0.290 -3.536
H 3.926 -1.284 -1.208
H 4.251 -1.677 -2.969
H 1.573 -1.544 -1.653
H 2.465 -3.023 -2.084
H 1.894 -2.040 -3.355
H 5.613 3.591 -1.759
H 5.275 1.997 -1.488
H 4.294 2.544 0.926
H 4.508 4.232 0.503
H 6.630 2.030 0.989
H 6.201 3.273 2.107
H 6.783 5.065 0.342
H 7.505 3.731 -0.627
H 8.189 4.148 0.969
H 4.681 3.004 -3.968
H 3.995 4.567 -3.521
H 1.704 3.730 -4.225
H 2.481 2.448 -5.176
H 4.027 4.359 -6.168
H 2.793 5.439 -5.661
H 1.048 4.043 -6.947
H 2.365 2.902 -7.321
H 2.468 4.485 -7.983
C -2.966 4.847 10.166
C -2.463 4.613 8.756
C -1.508 5.713 8.217
C -0.668 5.320 6.959
P -1.376 5.209 5.307
C -2.308 6.719 4.949
C -2.641 7.119 3.538
C -3.074 8.586 3.133
C -2.899 8.844 1.634
C -2.452 3.818 5.174
C -1.945 2.412 5.027
C -3.095 1.385 5.100
C -2.596 -0.128 5.301
C 0.001 5.420 4.101
C 1.323 4.536 4.223
C 2.384 5.010 3.205
C 3.224 6.076 3.768
H -3.832 4.160 10.263
H -3.235 5.848 10.344
H -2.212 4.600 10.969
H -3.381 4.629 8.116
H -1.942 3.652 8.587
H -0.770 6.034 8.930
H -2.007 6.577 7.928
H -0.193 4.376 7.036
H 0.146 6.001 6.862
H -1.732 7.464 5.381
H -3.261 6.700 5.575
H -3.367 6.422 3.101
H -1.749 6.870 3.028
H -2.474 9.300 3.672
H -4.118 8.700 3.413
H -1.836 8.992 1.513
H -3.358 9.717 1.163
H -3.271 7.985 1.037
H -3.094 4.059 4.220
H -3.151 3.840 6.014
H -1.240 2.165 5.872
H -1.414 2.256 4.079
H -3.763 1.497 4.168
H -3.719 1.514 5.981
H -3.386 -0.861 5.108
H -2.085 -0.349 6.236
H -1.830 -0.359 4.537
H 0.310 6.440 4.220
H -0.506 5.270 3.154
H 1.054 3.563 3.826
H 1.778 4.581 5.224
H 2.014 5.169 2.175
H 3.019 4.111 3.192
H 2.796 7.042 3.967
H 4.118 6.281 3.155
H 3.604 5.728 4.664
As 0.541 -0.333 1.398
F 0.591 -0.801 3.034
F -1.158 0.218 1.726
F 0.281 -0.015 -0.279
F 2.230 -0.733 1.067
F 0.145 -1.970 0.994
F 0.958 1.343 1.574
As -1.056 5.162 -3.438
F -2.633 4.394 -3.318
F -0.835 4.217 -4.898
F 0.584 5.726 -3.592
F -1.284 6.004 -1.974
F -0.371 3.745 -2.643
F -1.634 6.476 -4.345
```

Atom charges from the Löwdin analysis, given in e for atoms 1 to 2:
1. C -0.108
2. C -0.275